# 1
The following is a quantum chemistry calculation of an isolated molecule of C4H6N2S2, from the Open Molecules 2025 dataset.

Output
M, u: 146.2
HOMO-LUMO gap, Eh: 0.2981
E_HOMO, eV: -8.53
LUMO energy, eV: -0.42
Energy relative to the best compared isomer or geometry (same formula, charge and spin), kcal per mole: 12.4

Structure (XYZ):
```
14
Properties=species:S:1:pos:R:3:forces:R:3
N -1.799406 1.503075 0.270736 -0.636 -0.761 -0.917
C -0.520049 1.359042 -0.067588 0.393 1.366 0.338
C 0.264189 0.229345 -0.116389 0.821 -1.501 -0.019
C 1.703486 0.472310 -0.183700 0.303 -0.154 0.288
S 3.078308 -0.450661 0.032480 -1.126 0.351 -0.241
C -0.301769 -1.171016 -0.019238 0.047 1.023 -0.092
N 0.558646 -2.172597 0.117986 -0.109 0.255 0.157
S -1.945381 -1.546410 -0.118171 0.250 0.316 0.097
H -2.251334 2.346119 -0.045939 0.078 0.182 0.273
H -2.378116 0.655759 0.181980 0.260 0.086 0.301
H -0.049022 2.356288 -0.198393 0.123 -0.908 -0.037
H 1.967422 1.516030 -0.345598 -0.368 0.134 -0.061
H 1.571884 -2.056944 0.175803 -0.226 0.153 0.033
H 0.101145 -3.040340 0.316037 0.191 -0.541 -0.118
```
Positions in Å, forces in eV/Å.

Atom charges from the natural (NBO) analysis, given in e for atoms 1 to 5:
1. N -0.740
2. C 0.201
3. C -0.332
4. C -0.221
5. S -0.082

***

# 2
The following is a quantum chemistry calculation of an isolated molecule of C22H32N6O6, from the Open Molecules 2025 dataset.

Output
M, u: 476.5
HOMO-LUMO gap, Eh: 0.3164
E_HOMO, eV: -7.95
LUMO energy, eV: 0.66
Energy relative to the best compared isomer or geometry (same formula, charge and spin), kcal per mole: 5.8

Structure (XYZ):
```
66
Properties=species:S:1:pos:R:3:forces:R:3
C -7.741153 -3.437598 -0.949761 0.281 0.205 0.255
C -6.957078 -3.211336 0.335033 -0.470 -0.256 0.036
O -5.980449 -2.182818 0.184102 0.209 0.248 -0.050
C -6.441882 -0.914782 0.300070 0.151 -0.035 -0.092
O -7.582308 -0.624414 0.574552 -0.433 -0.074 0.108
N -5.464605 -0.011069 0.064762 0.103 -0.040 -0.056
C -4.085712 -0.390319 -0.163462 0.313 -0.179 -0.119
C -3.313135 0.783107 -0.752577 0.041 -0.254 -0.281
N -3.324021 1.904846 0.171520 0.037 -0.006 0.083
C -2.615183 3.052914 -0.055559 -0.040 -0.001 0.015
O -2.970194 4.142068 0.353162 -0.027 0.300 0.047
N -1.466618 2.938436 -0.823922 0.022 0.388 -0.399
C -0.445890 1.984666 -0.729458 0.310 -0.322 0.109
C -0.369672 1.063368 0.312341 0.079 0.195 -0.113
C 0.652759 0.135168 0.361668 0.076 -0.051 -0.064
C 1.638817 0.127275 -0.618361 -0.271 0.226 0.078
N 2.688089 -0.803766 -0.622457 0.158 -0.177 -0.359
C 3.310643 -1.237291 0.525862 -0.070 -0.398 -0.094
O 2.950596 -0.927788 1.644255 -0.154 0.224 0.283
N 4.356550 -2.120958 0.345087 -0.009 -0.191 0.056
C 4.901654 -2.531081 -0.927294 -0.013 -0.034 -0.118
C 6.101555 -1.613696 -1.303025 0.032 0.142 -0.207
N 6.249114 -0.597174 -0.281882 0.212 0.105 -0.016
C 5.489292 0.528308 -0.440654 0.382 0.067 -0.072
O 4.940109 0.803056 -1.487623 -0.232 0.175 -0.319
O 5.471694 1.295907 0.652508 0.165 -0.291 0.094
C 4.610555 2.438326 0.638207 -0.559 0.463 -0.060
C 3.656896 2.366473 1.820018 0.327 -0.143 -0.230
C 6.498784 -1.153547 1.031661 0.082 0.043 0.206
C 5.356611 -2.150208 1.391636 -0.075 0.002 0.261
C 1.578383 1.061894 -1.649715 0.093 -0.120 0.195
C 0.549191 1.977488 -1.705520 -0.236 -0.011 0.139
C -4.521934 2.018239 0.991058 -0.259 0.185 0.234
C -5.719152 1.399086 0.285640 -0.124 0.189 0.118
H -8.429889 -4.266713 -0.815329 -0.091 -0.105 -0.017
H -8.308794 -2.543429 -1.194690 -0.073 0.025 -0.038
H -7.064688 -3.665304 -1.770386 0.028 -0.063 -0.085
H -6.385558 -4.100234 0.610934 -0.071 0.117 0.007
H -7.638671 -2.938299 1.147065 0.162 -0.103 -0.079
H -4.059764 -1.233626 -0.857254 0.118 0.134 0.088
H -3.613948 -0.710729 0.774369 0.050 -0.020 -0.088
H -2.288616 0.463533 -0.948092 -0.215 -0.043 -0.041
H -3.769221 1.074841 -1.708775 0.073 -0.065 0.035
H -1.152635 3.845072 -1.147811 -0.162 -0.104 0.170
H -1.108545 1.083884 1.098335 -0.085 -0.027 0.061
H 0.702207 -0.566928 1.176472 -0.005 -0.040 0.045
H 3.270105 -0.717803 -1.445726 0.016 -0.062 0.215
H 5.243296 -3.565295 -0.812064 -0.083 0.071 -0.090
H 4.126483 -2.524593 -1.692206 0.054 -0.050 0.035
H 5.940638 -1.112062 -2.257324 0.076 -0.152 0.095
H 7.031806 -2.183054 -1.350700 -0.043 0.011 -0.013
H 5.249642 3.325051 0.697252 -0.051 -0.136 -0.068
H 4.063013 2.451896 -0.309581 0.148 0.046 0.187
H 4.207548 2.441104 2.754014 0.007 0.033 0.144
H 3.117275 1.421935 1.813363 -0.066 -0.017 -0.014
H 2.942722 3.182469 1.760269 -0.076 0.138 0.017
H 6.547019 -0.337192 1.748811 0.063 -0.158 -0.026
H 7.465716 -1.662578 1.003848 -0.035 0.057 0.054
H 5.740257 -3.169494 1.480766 -0.027 0.032 0.015
H 4.867960 -1.866678 2.323296 0.136 -0.108 -0.086
H 2.356110 1.077181 -2.399352 0.098 0.015 -0.073
H 0.514120 2.702051 -2.505600 -0.028 0.052 -0.123
H -4.355022 1.509043 1.947639 -0.105 0.065 -0.021
H -4.694178 3.079359 1.183880 -0.014 -0.213 0.003
H -5.896603 1.906252 -0.670266 -0.034 0.038 0.105
H -6.622071 1.487582 0.892953 0.136 0.058 -0.083
```
Positions in Å, forces in eV/Å.

Atom charges from the natural (NBO) analysis, given in e for atoms 1 to 5:
1. C -0.636
2. C -0.068
3. O -0.528
4. C 0.895
5. O -0.662

***

# 3
The following is a quantum chemistry calculation of a cluster of 6 separate species, C24H30N6 in total, from the Open Molecules 2025 dataset.

Output
M, u: 402.5
HOMO-LUMO gap, Eh: 0.3150
E_HOMO, eV: -7.77
LUMO energy, eV: 0.80
Energy relative to the best compared isomer or geometry (same formula, charge and spin), kcal per mole: 56.0

Structure (XYZ):
```
60
Properties=species:S:1:pos:R:3:forces:R:3
C -4.661328 -0.081786 -1.749396 0.590 1.077 0.262
C -5.690268 -0.416936 -2.621146 -2.866 -1.358 2.102
C -6.869348 -0.529876 -1.784786 1.840 1.241 -0.455
N -6.525668 -0.016986 -0.505907 0.042 -0.658 -2.419
C -5.195468 0.306194 -0.534486 0.405 -0.794 0.415
H -3.621318 -0.172326 -2.026136 -0.015 0.589 0.187
H -5.558328 -0.667986 -3.663246 -0.336 -0.196 0.142
H -7.871808 -0.857686 -2.017187 0.085 0.171 0.089
H -7.125608 0.027454 0.305393 0.130 0.057 -0.360
H -4.709588 0.713514 0.339814 0.026 -0.179 -0.039
C -2.079858 -5.332706 1.982364 0.042 0.397 2.730
C -2.057928 -4.020996 1.466554 0.457 -0.094 0.976
C -2.579758 -4.147666 0.238173 -0.101 2.917 -1.503
N -3.008638 -5.375236 0.069793 -1.153 -2.487 -2.331
C -2.719108 -6.167866 1.126733 0.405 -0.312 0.141
H -1.834738 -5.480596 3.023734 0.199 -0.624 -0.105
H -1.833498 -3.114906 2.009724 0.362 -0.127 -0.233
H -2.632348 -3.428506 -0.565837 -0.298 0.037 0.094
H -3.433458 -5.702036 -0.786256 0.182 0.049 0.180
H -2.904868 -7.231756 1.130994 -0.115 0.227 0.071
C 4.933502 2.317124 -2.056536 0.251 1.862 -0.778
C 3.721232 1.717094 -2.459816 -1.362 0.742 -0.486
C 2.844832 2.731534 -2.903526 1.135 -0.051 0.811
N 3.495642 3.937984 -2.743846 1.619 -1.422 -0.149
C 4.825072 3.679004 -2.341106 -1.887 0.148 0.348
H 5.845242 1.902034 -1.653026 -0.184 -0.322 -0.162
H 3.487072 0.662864 -2.447336 -0.057 0.109 -0.025
H 1.859892 2.755164 -3.345966 0.007 -0.441 0.255
H 3.089492 4.852194 -2.882956 0.215 -0.305 -0.164
H 5.480202 4.536544 -2.298356 0.207 -0.332 0.363
C 2.960902 -0.778936 1.597544 1.243 1.888 1.294
C 2.296982 -1.955916 1.485294 -1.451 -2.269 -0.269
C 2.498962 -2.487516 0.236194 1.536 1.332 -0.528
N 3.408932 -1.564086 -0.368447 -2.049 -3.168 -1.303
C 3.633042 -0.528146 0.420214 1.105 0.917 0.930
H 2.904912 -0.297126 2.562484 0.492 0.750 -0.412
H 1.650712 -2.300236 2.279134 0.007 -0.405 -0.229
H 2.103812 -3.342096 -0.292916 0.158 0.142 0.078
H 3.695622 -1.622116 -1.335156 -0.008 -0.024 0.249
H 4.376052 0.165424 0.055133 -0.288 0.474 0.545
C -1.650558 -0.590236 -0.213636 0.012 0.702 -0.375
C -1.383298 0.696114 -0.805516 -0.044 -0.191 0.380
C -0.027488 0.949974 -0.655096 -0.831 -1.364 -0.315
N 0.538722 -0.184006 -0.078587 -0.817 1.835 -0.819
C -0.459608 -1.079616 0.189874 1.220 -0.605 0.914
H -2.566388 -1.125886 -0.011766 -0.164 0.348 -0.323
H -2.147748 1.298304 -1.273906 0.287 0.291 0.090
H 0.596902 1.759834 -1.002476 -0.102 -0.098 0.021
H 1.534422 -0.164896 0.089623 -0.305 -0.610 0.376
H -0.281398 -1.974876 0.767064 0.163 0.072 -0.295
C 1.547762 3.418064 1.521004 1.405 2.926 -0.128
C 1.567292 2.639144 2.654084 0.509 0.198 1.844
C 2.023012 3.456184 3.696664 0.562 -2.153 1.484
N 2.439842 4.648014 3.265624 -1.246 0.561 -3.363
C 2.109032 4.685914 1.896874 -0.524 -1.180 -0.387
H 1.224032 3.074714 0.549554 0.152 0.417 0.023
H 1.443082 1.566354 2.662874 -0.464 0.163 0.372
H 2.240402 3.226014 4.729214 -0.211 -0.368 -0.019
H 2.783952 5.449044 3.775554 -0.200 -0.447 0.068
H 2.268832 5.569724 1.297094 0.030 -0.055 0.142
```
Positions in Å, forces in eV/Å.

Atom charges from the natural (NBO) analysis, given in e for atoms 1 to 5:
1. C -0.317
2. C -0.295
3. C -0.096
4. N -0.512
5. C -0.074

***

# 4
The following is a quantum chemistry calculation of an isolated molecule of C3H5OP, from the Open Molecules 2025 dataset.

Output
M, u: 88.0
HOMO-LUMO gap, Eh: 0.3163
E_HOMO, eV: -9.10
LUMO energy, eV: -0.49
Energy relative to the best compared isomer or geometry (same formula, charge and spin), kcal per mole: 19.1

Structure (XYZ):
```
10
Properties=species:S:1:pos:R:3:forces:R:3
O 0.356234 0.833872 2.920791 0.435 0.267 1.202
P -0.675977 0.770580 1.888372 0.910 -0.940 -2.492
C 0.320297 -0.057240 0.417505 -4.931 3.430 0.508
C -0.469343 -0.850797 -0.522584 1.893 -1.347 -2.455
C 0.123687 0.430868 -1.064443 -2.808 1.046 2.760
H 1.240004 -0.284850 0.753223 3.066 -1.117 0.795
H -1.525434 -0.741160 -0.604020 -0.780 -0.867 0.672
H 0.102982 -1.792933 -0.885653 -1.756 1.462 0.478
H 0.984343 0.320638 -1.545442 3.426 -0.233 -2.233
H -0.456793 1.371023 -1.357750 0.546 -1.701 0.766
```
Positions in Å, forces in eV/Å.

Atom charges from the natural (NBO) analysis, given in e for atoms 1 to 5:
1. O -0.982
2. P 1.295
3. C -0.585
4. C -0.431
5. C -0.398

***

# 5
The following is a quantum chemistry calculation of an isolated molecule of C9H8N2, from the Open Molecules 2025 dataset.

Output
M, u: 144.2
HOMO-LUMO gap, Eh: 0.3532
E_HOMO, eV: -8.81
LUMO energy, eV: 0.80
Energy relative to the best compared isomer or geometry (same formula, charge and spin), kcal per mole: 85.5

Structure (XYZ):
```
19
Properties=species:S:1:pos:R:3:forces:R:3
C 1.111211 0.138027 -2.869686 -1.423 0.830 5.331
C 0.957416 1.326961 -2.159320 -3.091 -9.510 4.384
C 0.410066 1.191789 -0.913774 0.420 4.284 4.278
C -0.000956 0.019272 -0.370486 -1.139 -3.821 0.033
C -0.651147 -0.141752 1.006164 4.371 1.780 -2.510
N -1.835019 -0.455672 1.298102 -1.620 -0.332 0.167
C -1.912263 -0.322380 2.664985 2.319 0.236 -1.624
C -0.730682 0.049300 3.179575 1.858 0.655 3.707
N 0.150669 0.177372 2.087027 1.439 0.964 1.811
C 0.174547 -1.161574 -1.134407 -0.674 -1.860 0.011
C 0.777595 -1.091715 -2.446030 -1.535 -1.610 3.713
H 1.234029 0.248074 -3.787953 2.185 0.841 -8.134
H 1.251881 2.101581 -2.529926 3.062 8.969 -4.014
H 0.374109 2.075822 -0.000145 0.028 -1.878 -3.260
H -2.732025 -0.668629 3.105807 -3.228 -0.894 2.117
H -0.454691 0.180750 4.398443 -0.547 -0.309 -4.050
H 1.205331 0.545274 2.160185 -3.617 -1.307 -0.602
H -0.270115 -2.198269 -0.694256 1.337 2.634 -1.155
H 0.940044 -2.014232 -2.994305 -0.144 0.326 -0.202
```
Positions in Å, forces in eV/Å.

Atom charges from the natural (NBO) analysis, given in e for atoms 1 to 5:
1. C -0.188
2. C -0.200
3. C -0.146
4. C -0.123
5. C 0.357

***

# 6
The following is a quantum chemistry calculation of a cluster of 2 separate species, C3H2S in total, from the Open Molecules 2025 dataset.

Output
M, u: 70.1
HOMO-LUMO gap, Eh: 0.2992
E_HOMO, eV: -9.49
LUMO energy, eV: -1.35
Energy relative to the best compared isomer or geometry (same formula, charge and spin), kcal per mole: 115.9

Structure (XYZ):
```
6
Properties=species:S:1:pos:R:3:forces:R:3
C -0.755475 0.555630 0.079691 1.348 -1.434 0.349
C -1.206448 1.720346 -0.165704 -0.521 1.136 -0.034
C 0.443859 -0.292711 0.236524 0.713 0.367 -6.232
S -1.050605 -1.179295 -0.070396 -0.222 0.011 -0.082
H 1.556052 -0.246165 -1.108608 -2.788 -0.021 3.326
H 1.012617 -0.557805 1.028494 1.469 -0.059 2.674
```
Positions in Å, forces in eV/Å.

Atom charges from the natural (NBO) analysis, given in e for atoms 1 to 5:
1. C -0.610
2. C 0.272
3. C -0.342
4. S 0.329
5. H 0.137

***

| no. | E_tot (Ha) |
| --- | --- |
| 1 | -1061.89635 |
| 2 | -1637.61387 |
| 3 | -1260.92118 |
| 4 | -533.82796 |
| 5 | -457.14236 |
| 6 | -513.41603 |